Record 1
{"formula": "C5H8N2", "method": "ωB97M-V/def2-TZVPD", "energy_ev": -8292.43024, "mol_weight_g_mol": 96.1, "homo_energy_ev": -10.09, "orbital_gap_ev": 10.248, "smiles": "C=C(C#N)[C@H](C)N", "species": ["C", "C", "C", "N", "C", "C", "N", "H", "H", "H", "H", "H", "H", "H", "H"], "coordinates": [[0.82, 1.83, -0.15], [0.59, 0.50, -0.14], [1.79, -0.26, 0.07], [2.71, -0.97, 0.16], [-0.59, -0.21, -0.49], [-1.42, -0.07, 0.78], [-0.23, -1.78, -0.74], [0.02, 2.51, -0.09], [1.78, 2.23, 0.02], [-1.00, 0.15, -1.49], [-1.01, -0.44, 1.68], [-1.88, 0.93, 0.72], [-2.36, -0.80, 0.75], [0.65, -1.61, -1.24], [0.14, -2.02, 0.18]], "nbo_charge": [-0.298, -0.142, 0.249, -0.310, -0.106, -0.627, -0.769, 0.198, 0.212, 0.234, 0.229, 0.227, 0.220, 0.345, 0.339]}

Record 2
{"formula": "C20H27Si", "method": "ωB97M-V/def2-TZVPD", "energy_ev": -29048.46548, "total_charge": 1, "mol_weight_g_mol": 295.5, "homo_energy_ev": -10.92, "orbital_gap_ev": 4.823, "species": ["C", "C", "C", "C", "Si", "C", "C", "C", "H", "H", "H", "H", "H", "H", "H", "H", "H", "H", "H", "H", "H", "H", "H", "H", "C", "C", "C", "C", "C", "C", "C", "C", "C", "C", "C", "C", "C", "H", "H", "H", "H", "H", "H", "H", "H", "H", "H", "H"], "coordinates": [[-0.53, 0.43, 1.81], [0.11, 1.70, 1.34], [-0.54, 2.84, 1.60], [1.46, 1.72, 0.66], [2.96, 1.72, 1.84], [4.51, 1.67, 0.74], [2.98, 3.26, 2.93], [2.86, 0.15, 2.90], [-0.03, -0.48, 1.48], [-0.61, 0.39, 2.91], [-1.56, 0.39, 1.44], [-0.10, 3.81, 1.36], [-1.45, 2.84, 2.18], [1.58, 0.89, -0.05], [1.59, 2.66, 0.10], [5.42, 1.63, 1.35], [4.51, 0.79, 0.08], [4.58, 2.56, 0.09], [3.87, 3.23, 3.59], [3.04, 4.19, 2.35], [2.10, 3.34, 3.59], [3.75, 0.10, 3.53], [1.98, 0.15, 3.57], [2.82, -0.77, 2.30], [-1.18, -0.86, -1.71], [-0.92, -2.03, -0.92], [0.43, -2.30, -0.53], [0.78, -3.37, 0.28], [-0.20, -4.30, 0.67], [-1.52, -4.13, 0.22], [-1.87, -3.01, -0.54], [-2.27, -0.56, -2.57], [-2.11, 0.53, -3.49], [-3.14, 0.98, -4.30], [-4.39, 0.32, -4.29], [-4.54, -0.82, -3.50], [-3.49, -1.29, -2.71], [-0.29, -0.25, -1.89], [1.22, -1.65, -0.92], [1.81, -3.49, 0.62], [0.05, -5.14, 1.32], [-2.28, -4.87, 0.48], [-2.91, -2.93, -0.85], [-1.14, 1.01, -3.54], [-2.99, 1.85, -4.94], [-5.22, 0.70, -4.89], [-5.51, -1.34, -3.48], [-3.64, -2.25, -2.23]], "nbo_charge": [-0.660, 0.015, -0.425, -0.889, 1.630, -1.107, -1.113, -1.114, 0.200, 0.236, 0.217, 0.199, 0.198, 0.209, 0.244, 0.246, 0.231, 0.242, 0.246, 0.243, 0.247, 0.245, 0.240, 0.224, 0.138, -0.200, -0.084, -0.233, -0.078, -0.242, -0.041, -0.108, -0.090, -0.236, -0.071, -0.228, -0.105, 0.229, 0.229, 0.247, 0.243, 0.243, 0.204, 0.228, 0.248, 0.243, 0.245, 0.215]}

Record 3
{"formula": "C9H10O", "method": "ωB97M-V/def2-TZVPD", "energy_ev": -11538.52878, "mol_weight_g_mol": 134.2, "homo_energy_ev": -9.46, "orbital_gap_ev": 10.430, "smiles": "C#C[C@@]1(O)[C@@H]2C=C[C@H]1CC2", "species": ["C", "C", "C", "O", "C", "C", "C", "C", "C", "C", "H", "H", "H", "H", "H", "H", "H", "H", "H", "H"], "coordinates": [[-0.84, -2.55, -1.48], [-0.01, -1.79, -1.07], [0.81, -0.71, -0.50], [2.20, -1.15, -0.62], [0.42, 0.70, -1.00], [1.29, 1.56, -0.02], [1.31, 0.87, 1.11], [0.48, -0.35, 0.98], [-1.06, -0.02, 0.81], [-1.01, 0.77, -0.48], [-1.60, -3.11, -1.93], [2.47, -1.05, 0.30], [0.69, 0.78, -2.02], [1.80, 2.51, -0.11], [1.82, 1.13, 2.08], [0.53, -1.05, 1.84], [-1.39, 0.53, 1.57], [-1.76, -0.80, 0.64], [-1.78, 0.38, -1.06], [-1.40, 1.91, -0.37]], "nbo_charge": [-0.216, -0.015, 0.191, -0.690, -0.273, -0.161, -0.232, -0.289, -0.394, -0.396, 0.229, 0.473, 0.237, 0.226, 0.222, 0.232, 0.204, 0.221, 0.223, 0.206]}

Record 4
{"formula": "C5H6N", "method": "ωB97M-V/def2-TZVPD", "energy_ev": -6757.44975, "total_charge": 1, "mol_weight_g_mol": 80.1, "homo_energy_ev": -14.23, "orbital_gap_ev": 9.196, "species": ["C", "C", "C", "C", "C", "N", "H", "H", "H", "H", "H", "H"], "coordinates": [[-1.89, -0.04, 0.34], [-0.88, -1.09, 0.29], [-0.89, 0.94, -0.08], [-0.89, -0.29, -0.99], [0.10, 0.01, 0.44], [2.03, 0.10, -0.07], [-3.01, 0.13, 0.50], [-0.89, -2.18, 0.44], [-0.82, 1.92, -0.40], [2.37, 1.18, -0.06], [2.28, -0.23, -1.11], [2.47, -0.45, 0.70]], "nbo_charge": [-0.130, -0.264, -0.261, -0.043, 0.298, -0.872, 0.323, 0.310, 0.283, 0.454, 0.460, 0.443]}

Record 5
{"formula": "C4H7FN2", "method": "ωB97M-V/def2-TZVPD", "energy_ev": -9954.74633, "mol_weight_g_mol": 102.1, "homo_energy_ev": -8.79, "orbital_gap_ev": 9.254, "smiles": "C=C(F)/C=N\\NC", "species": ["C", "C", "F", "C", "N", "N", "C", "H", "H", "H", "H", "H", "H", "H"], "coordinates": [[1.28, 0.78, -1.00], [1.52, -0.31, -0.28], [2.36, -0.55, 0.72], [0.48, -1.35, -0.11], [-0.78, -1.42, -0.48], [-1.56, -0.34, -0.32], [-1.08, 0.62, 0.80], [0.39, 1.05, -1.56], [1.93, 1.81, -0.98], [0.92, -2.44, -0.18], [-2.51, -0.43, 0.12], [-0.21, 1.37, 0.60], [-2.00, 1.20, 0.95], [-0.73, 0.01, 1.71]], "nbo_charge": [-0.484, 0.334, -0.313, -0.097, -0.191, -0.423, -0.479, 0.240, 0.220, 0.199, 0.379, 0.214, 0.197, 0.205]}

Record 6
{"formula": "C22H20ClNO3", "method": "ωB97M-V/def2-TZVPD", "energy_ev": -43293.48298, "mol_weight_g_mol": 381.9, "homo_energy_ev": -8.42, "orbital_gap_ev": 9.059, "smiles": "COc1cc(C(=O)NC(c2ccccc2)c2ccccc2)cc(Cl)c1OC", "species": ["C", "O", "C", "C", "C", "C", "O", "N", "C", "C", "C", "C", "C", "C", "C", "C", "C", "C", "C", "C", "C", "C", "C", "Cl", "C", "O", "C", "H", "H", "H", "H", "H", "H", "H", "H", "H", "H", "H", "H", "H", "H", "H", "H", "H", "H", "H", "H"], "coordinates": [[-4.85, -2.67, -1.83], [-5.08, -1.59, -0.95], [-4.03, -0.82, -0.59], [-2.73, -1.01, -1.00], [-1.71, -0.16, -0.57], [-0.33, -0.44, -1.07], [-0.13, -1.01, -2.13], [0.66, -0.04, -0.25], [2.07, -0.19, -0.59], [2.80, -1.11, 0.36], [4.19, -1.13, 0.34], [4.89, -1.97, 1.19], [4.21, -2.80, 2.06], [2.82, -2.79, 2.08], [2.12, -1.95, 1.23], [2.70, 1.19, -0.64], [2.97, 1.86, 0.55], [3.50, 3.14, 0.52], [3.78, 3.75, -0.69], [3.50, 3.08, -1.87], [2.96, 1.81, -1.85], [-2.02, 0.90, 0.26], [-3.34, 1.11, 0.67], [-3.57, 2.50, 1.70], [-4.37, 0.26, 0.27], [-5.69, 0.29, 0.57], [-6.26, 1.26, 1.41], [-5.82, -3.13, -1.99], [-4.45, -2.32, -2.79], [-4.17, -3.40, -1.40], [-2.46, -1.82, -1.67], [0.45, 0.41, 0.63], [2.07, -0.63, -1.60], [4.72, -0.49, -0.34], [5.97, -1.98, 1.16], [4.75, -3.45, 2.73], [2.28, -3.44, 2.76], [1.04, -1.96, 1.24], [2.76, 1.38, 1.50], [3.71, 3.65, 1.45], [4.20, 4.74, -0.71], [3.71, 3.56, -2.82], [2.75, 1.29, -2.77], [-1.28, 1.61, 0.57], [-6.17, 2.27, 1.00], [-5.84, 1.23, 2.42], [-7.32, 0.99, 1.46]], "nbo_charge": [-0.254, -0.489, 0.349, -0.280, -0.133, 0.673, -0.626, -0.609, -0.147, 0.057, -0.228, -0.205, -0.217, -0.205, -0.238, 0.071, -0.250, -0.202, -0.219, -0.190, -0.241, -0.234, -0.095, -0.004, 0.243, -0.478, -0.247, 0.202, 0.181, 0.178, 0.246, 0.400, 0.256, 0.217, 0.213, 0.213, 0.213, 0.217, 0.215, 0.214, 0.214, 0.213, 0.219, 0.224, 0.185, 0.184, 0.196]}

Record 7
{"formula": "C3H5O4P", "method": "ωB97M-V/def2-TZVPD", "energy_ev": -20666.19707, "mol_weight_g_mol": 136.0, "homo_energy_ev": [-8.28, -8.27], "orbital_gap_ev": [7.575, 7.572], "species": ["C", "C", "C", "O", "O", "O", "O", "P", "H", "H", "H", "H", "H"], "coordinates": [[-1.36, -0.24, -0.50], [-1.13, -0.71, 0.79], [0.82, 0.33, 0.08], [0.50, 1.47, 0.22], [-1.50, 1.08, -0.85], [-1.22, -0.10, 1.92], [3.04, -0.99, -1.40], [2.55, 0.07, -0.51], [-1.19, -0.86, -1.32], [-1.29, 1.10, -1.80], [-0.96, 0.90, 1.73], [-1.02, -1.86, 0.85], [2.75, -0.18, 0.80]], "nbo_charge": [0.043, 0.134, 0.206, -0.516, -0.659, -0.641, -1.042, 1.196, 0.192, 0.491, 0.505, 0.213, -0.124]}

Record 8
{"formula": "C2H2N2OSi", "method": "ωB97M-V/def2-TZVPD", "energy_ev": -15009.94559, "mol_weight_g_mol": 98.1, "homo_energy_ev": -12.00, "orbital_gap_ev": 11.471, "smiles": "N#CO[SiH2]C#N", "species": ["N", "C", "O", "Si", "C", "N", "H", "H"], "coordinates": [[-3.28, -0.55, 0.26], [-2.20, -0.22, 0.06], [-0.85, 0.17, -0.32], [0.70, -0.43, -0.21], [1.64, 1.16, 0.03], [2.33, 2.04, 0.28], [0.92, -1.21, -1.44], [0.74, -0.96, 1.35]], "nbo_charge": [-0.362, 0.575, -0.879, 1.350, -0.180, -0.247, -0.131, -0.125]}

> What is the formula in the sixth record?

C22H20ClNO3